[1]
# C3H3Cl3

A 2-piece molecular cluster, C3H3Cl3 overall at a distorted geometry (ωB97M-V with the def2-TZVPD basis set, the Open Molecules 2025 dataset).

Bonds (Å) are listed after each position.
Cartesian coordinates (Å):
1 C -0.12418 -0.74093 -1.53789  C3 1.331, H7 1.123
2 C 1.81676 1.02342 -1.36004  Cl4 1.623, Cl5 1.640
3 C -0.82071 -0.57437 -0.41557  C1 1.331, Cl6 2.125, H8 1.170, H9 1.069
4 Cl 3.38719 0.70570 -1.61940  C2 1.623
5 Cl 1.35566 2.58881 -1.20196  C2 1.640
6 Cl 0.07604 -0.66702 1.50817  C3 2.125
7 H 0.79811 -1.38084 -1.50648  C1 1.123
8 H -1.48750 -1.52454 -0.56562  C3 1.170
9 H -1.32541 0.32883 -0.14752  C3 1.069

The value obtained for the lowest unoccupied orbital energy is -0.0527 Eh. The charge is 0. The value obtained for the energy above the lowest of the compared OMol25 structures with the same formula, charge and spin is 6.473 eV. Its HOMO-LUMO gap is 7.375 eV. As for the HOMO energy: -8.8 eV. The molar mass comes out at 145.4 g mol⁻¹.

***

[2]
# C7H12N3

An isolated ion of composition C7H12N3 and charge +1 at a distorted geometry (ωB97M-V with the def2-TZVPD basis set, the Open Molecules 2025 dataset).

Bonds (Å) are listed after each position.
Cartesian coordinates (Å):
1 C -1.62207 1.62063 0.24333  N8 1.153, N10 1.358
2 C 1.97073 1.12308 -0.40578  C4 1.443, N9 1.315, H11 1.094
3 C 0.04466 -0.28910 0.38980  C4 1.561, N10 1.571, H12 1.047
4 C 1.58747 -0.11340 0.23291  C2 1.443, C3 1.561, C5 1.499
5 C 2.46101 -1.21613 0.75084  C4 1.499, H13 1.119, H14 1.092, H15 1.136
6 C -3.12995 -0.87150 -1.05926  C7 1.538, H16 1.087, H17 1.090, H18 1.114
7 C -2.60169 -0.58531 0.35654  C6 1.538, N10 1.469, H19 1.132, H20 1.124
8 N -1.81725 2.75583 0.18676  C1 1.153
9 N 3.20808 1.56504 -0.45604  C2 1.315, H21 1.018, H22 1.037
10 N -1.41583 0.27915 0.28044  C1 1.358, C3 1.571, C7 1.469
11 H 1.17706 1.77197 -0.78838  C2 1.094
12 H 0.06883 -1.23956 0.82822  C3 1.047
13 H 3.16391 -1.46761 -0.08296  C5 1.119
14 H 1.84899 -1.89024 1.35299  C5 1.092
15 H 3.10131 -0.59487 1.45474  C5 1.136
16 H -2.93760 -0.09584 -1.79567  C6 1.087
17 H -2.78806 -1.79475 -1.52661  C6 1.090
18 H -4.23903 -0.88314 -0.95704  C6 1.114
19 H -2.18289 -1.59455 0.65383  C7 1.132
20 H -3.26179 -0.09692 1.12399  C7 1.124
21 H 3.37274 2.49133 -0.84568  N9 1.018
22 H 3.99138 1.12591 0.06304  N9 1.037

The value obtained for the lowest unoccupied orbital energy is -0.1972 Eh. The SMILES is CC/[N+](C#N)=C/C(C)=C/N. The charge is +1. The value obtained for the energy above the lowest of the compared OMol25 structures with the same formula, charge and spin is 5.127 eV. Its HOMO-LUMO gap is 7.675 eV. As for the HOMO energy: -13.0 eV. The molar mass comes out at 138.2 g mol⁻¹.

***

[3]
# C23H26N6O3S

The molecule C23H26N6O3S (ωB97M-V with the def2-TZVPD basis set, the Open Molecules 2025 dataset).

Bonds (Å) are listed after each position.
Cartesian coordinates (Å):
1 C 0.26170 -0.11306 5.17107  N2 1.453, H57 1.090, H58 1.088, H59 1.090
2 N -0.09965 -1.06403 4.13378  C1 1.453, C3 1.384, C12 1.385
3 C 0.23059 -2.38433 4.38454  N2 1.384, O4 1.209, N5 1.384
4 O 0.78599 -2.70682 5.40900  C3 1.209
5 N -0.10249 -3.31013 3.41083  C3 1.384, C6 1.362, C53 1.449
6 C -0.73429 -2.96109 2.25529  N5 1.362, N7 1.329, C11 1.400
7 N -1.01323 -3.91010 1.36783  C6 1.329, C8 1.331
8 C -1.64427 -3.52929 0.25908  N7 1.331, N9 1.330, C45 1.460
9 N -2.01382 -2.28465 -0.02984  C8 1.330, C10 1.319
10 C -1.71605 -1.32967 0.82969  N9 1.319, C11 1.405, S14 1.733
11 C -1.06261 -1.61739 2.03963  C6 1.400, C10 1.405, C12 1.440
12 C -0.74037 -0.59333 2.99923  N2 1.385, C11 1.440, O13 1.219
13 O -1.00407 0.58496 2.83409  C12 1.219
14 S -2.14256 0.31153 0.47330  C10 1.733, C15 1.835
15 C -2.77975 0.09137 -1.23334  S14 1.835, C16 1.518, H43 1.088, H44 1.088
16 C -1.63902 0.08174 -2.23407  C15 1.518, O17 1.218, N18 1.349
17 O -1.34890 -0.93723 -2.83543  C16 1.218
18 N -0.98101 1.24209 -2.43192  C16 1.349, C19 1.444, C36 1.448
19 C -1.16330 2.49541 -1.73790  N18 1.444, H20 1.087, C21 1.533, H42 1.097
20 H -2.01541 2.46038 -1.06378  C19 1.087
21 C 0.10483 2.81849 -0.94008  C19 1.533, N22 1.446, H40 1.088, H41 1.102
22 N 1.23887 2.86824 -1.83617  C21 1.446, C23 1.390, C34 1.444
23 C 2.30845 3.71501 -1.56854  N22 1.390, C24 1.399, C28 1.397
24 C 2.06585 5.05304 -1.24007  C23 1.399, C25 1.380, H33 1.080
25 C 3.10784 5.93173 -1.02716  C24 1.380, C26 1.385, H32 1.080
26 C 4.42195 5.50953 -1.14511  C25 1.385, C27 1.383, H31 1.079
27 C 4.67571 4.19058 -1.47472  C26 1.383, C28 1.383, H30 1.081
28 C 3.63758 3.30069 -1.67963  C23 1.397, C27 1.383, H29 1.079
29 H 3.87156 2.27292 -1.91073  C28 1.079
30 H 5.69475 3.84246 -1.56447  C27 1.081
31 H 5.23535 6.20000 -0.98277  C26 1.079
32 H 2.89151 6.96038 -0.77719  C25 1.080
33 H 1.05060 5.41369 -1.16982  C24 1.080
34 C 1.43886 1.60413 -2.50495  N22 1.444, H35 1.090, C36 1.533, H39 1.102
35 H 2.27347 1.68574 -3.20124  C34 1.090
36 C 0.17470 1.26746 -3.30394  N18 1.448, C34 1.533, H37 1.091, H38 1.095
37 H 0.26580 0.28722 -3.77350  C36 1.091
38 H 0.01931 2.03105 -4.07342  C36 1.095
39 H 1.64217 0.78934 -1.79085  C34 1.102
40 H -0.01496 3.77009 -0.42654  C21 1.088
41 H 0.24465 2.03506 -0.17716  C21 1.102
42 H -1.32755 3.28013 -2.48636  C19 1.097
43 H -3.27401 -0.87702 -1.27199  C15 1.088
44 H -3.48785 0.89696 -1.41475  C15 1.088
45 C -1.94722 -4.56566 -0.72305  C8 1.460, C46 1.513, C47 1.513, H52 1.081
46 C -3.22815 -4.46739 -1.52165  C45 1.513, C47 1.483, H50 1.079, H51 1.079
47 C -1.93301 -4.19555 -2.19030  C45 1.513, C46 1.483, H48 1.080, H49 1.079
48 H -1.69059 -3.17173 -2.43275  C47 1.080
49 H -1.53651 -4.93012 -2.87421  C47 1.079
50 H -3.87195 -3.63012 -1.30330  C46 1.079
51 H -3.74869 -5.39001 -1.72907  C46 1.079
52 H -1.59924 -5.54615 -0.42881  C45 1.081
53 C 0.23168 -4.70343 3.62865  N5 1.449, H54 1.088, H55 1.089, H56 1.089
54 H 0.73969 -4.77912 4.58725  C53 1.088
55 H 0.87731 -5.05270 2.82416  C53 1.089
56 H -0.67854 -5.30167 3.63134  C53 1.089
57 H 1.34167 -0.11593 5.31587  C1 1.090
58 H -0.07644 0.86837 4.84676  C1 1.088
59 H -0.21692 -0.39209 6.10922  C1 1.090

The value obtained for the lowest unoccupied orbital energy is 0.0078 Eh. The SMILES is Cn1c(=O)c2c(SCC(=O)N3CCN(c4ccccc4)CC3)nc(C3CC3)nc2n(C)c1=O. The charge is 0. The value obtained for the energy above the lowest of the compared OMol25 structures with the same formula, charge and spin is 0.176 eV. Its HOMO-LUMO gap is 8.052 eV. As for the HOMO energy: -7.8 eV. The molar mass comes out at 466.6 g mol⁻¹.

***

[4]
# CHCl2PS

A 2-piece molecular cluster, CHCl2PS overall at a distorted geometry (ωB97M-V with the def2-TZVPD basis set, the Open Molecules 2025 dataset).

Bonds (Å) are listed after each position.
Cartesian coordinates (Å):
1 C 0.11407 -1.02887 -0.26271  Cl4 1.708, Cl5 1.699, H6 1.082
2 P 0.62333 2.04359 1.14338  S3 1.914
3 S -1.16427 2.63905 0.80603  P2 1.914
4 Cl 1.67407 -1.60934 -0.64773  C1 1.708
5 Cl -0.84434 -0.44992 -1.54000  C1 1.699
6 H -0.40285 -1.59450 0.50103  C1 1.082

The value obtained for the lowest unoccupied orbital energy (spin up / spin down) is -0.0489 / -0.0586 Eh. The charge is 0. The value obtained for the energy above the lowest of the compared OMol25 structures with the same formula, charge and spin is 0.764 eV. Its HOMO-LUMO gap (spin up / spin down) is 7.220 / 6.006 eV. As for the HOMO energy (spin up / spin down): -8.6 / -7.6 eV. The molar mass comes out at 147.0 g mol⁻¹.